Model P:
Entry from the OMol25 dataset: a cluster of 2 separate species, C2H3IO in total (the ωB97M-V functional and the def2-TZVPD basis).

The geometry in ORCA input format:
```
! wB97M-V def2-TZVPD RIJCOSX def2/J DEFGRID3
* xyz 0 1
C 0.7818 -1.4252 -0.4400
C -1.5854 1.6295 0.5991
O -0.5642 1.1128 0.7735
H -1.8853 2.6734 0.2017
I 2.3073 -0.2331 0.3518
H 0.5797 -1.4010 -1.4872
H 0.3661 -2.3563 0.0011
*
```

Properties
Gap between HOMO and LUMO (alpha / beta): 0.3081 / 0.2931 Ha
HOMO (alpha / beta): -8.2 / -8.1 eV

Atomic partial charges in e from the natural (NBO) method, atoms 1 to 4: -0.5304, 0.3395, -0.4641, 0.1206


Model Q:
Entry from the OMol25 dataset: a cluster of 2 separate species, C2H3IO in total (the ωB97M-V functional and the def2-TZVPD basis).

The geometry in ORCA input format:
```
! wB97M-V def2-TZVPD RIJCOSX def2/J DEFGRID3
* xyz 0 1
H -0.6056 -0.6066 0.5288
C -1.0489 1.3035 0.0554
C -0.0908 0.2309 0.0040
O -1.1928 2.4350 -0.0448
H 0.7981 0.4809 0.4367
I -3.6352 -0.0973 -0.0080
H -0.0005 0.1248 -0.9985
*
```

Properties
Gap between HOMO and LUMO (alpha / beta): 0.2750 / 0.2750 Ha
HOMO (alpha / beta): -8.5 / -8.5 eV

Atomic partial charges in e from the natural (NBO) method, atoms 1 to 4: 0.3015, 0.8330, -0.7604, -0.3753


Stability ranking, top and bottom: model Q is the most stable and model P is the least stable.